[1]
A structure of composition C23H47FI2N2O5P3. Source: OMol25; level of theory: ωB97M-V/def2-TZVPD.

The geometry in XYZ format:
```
83
Properties=species:S:1:pos:R:3:mulliken_charge:R:1
C 4.4578 -0.2620 2.3453 -1.294
C 4.3815 -0.6489 0.8550 -0.431
P 2.8846 -1.6104 0.4344 -0.309
C 3.4343 -3.0554 -0.5906 -0.630
C 2.9876 -4.3994 -0.0029 -1.386
C 1.6180 -0.5934 -0.6085 1.011
P 2.4193 -0.6268 -2.3316 -0.221
O 3.9984 -0.3574 -1.9790 -0.405
O 1.9598 0.7790 -3.0188 -0.394
C 1.2488 0.8435 -0.0521 0.560
C 1.0964 0.8754 1.4941 -0.878
C 0.6657 2.2343 2.0970 -0.683
C -0.6456 2.1389 2.9024 -0.472
C -0.5748 1.1936 4.0861 -0.452
O -1.7791 1.2202 4.8389 -0.446
C -2.8572 0.5277 4.2521 -0.212
P 2.5104 2.2230 -0.3175 0.056
N 3.4737 2.4733 0.8926 -0.775
C -0.1749 1.1573 -0.6440 1.353
C -0.2873 2.1744 -1.8276 -1.638
I -1.1639 1.6029 -3.6979 0.154
C -0.9908 3.4389 -1.2926 -0.100
C -2.4862 3.3483 -1.0573 -1.209
I -0.5414 5.1055 -2.5750 0.170
C -0.8295 -0.2461 -0.6273 0.167
C -2.2134 -0.4656 -1.2182 -1.333
C -3.1260 -1.4361 -0.4712 -0.591
C -4.4913 -1.4995 -1.1261 -1.112
O -5.0924 -0.2366 -1.0583 -0.267
C -6.2956 -0.1819 -1.8125 -0.816
N 0.2574 -1.3280 -0.7742 1.336
C 0.0602 -2.1959 0.4739 -1.465
C 0.1260 -2.3870 -1.8535 -0.653
C -0.3428 -2.0354 -3.2534 -0.111
O 0.2009 -1.4424 -4.1142 -0.353
F -1.5218 -2.6182 -3.4703 -0.264
H 3.5516 -0.5708 2.8657 0.347
H 4.6329 0.8004 2.4752 0.305
H 5.2684 -0.8116 2.8232 0.369
H 4.5812 0.1823 0.1893 0.382
H 5.1996 -1.3436 0.6469 0.754
H 3.1912 -3.0040 -1.6516 0.482
H 4.5251 -3.0312 -0.5577 0.693
H 1.9374 -4.6205 -0.1916 0.258
H 3.2227 -4.4542 1.0572 0.370
H 3.5529 -5.1814 -0.5128 0.455
H 4.4362 0.0971 -2.7100 0.378
H 1.9339 0.6439 -3.9764 0.415
H 0.3690 0.1358 1.8232 -0.202
H 2.0403 0.6000 1.9624 -0.174
H 1.4388 2.5728 2.7838 0.587
H 0.4971 2.9941 1.3363 0.153
H -0.8558 3.1427 3.2779 0.625
H -1.4711 1.8890 2.2252 -0.175
H 0.2062 1.5154 4.7725 0.326
H -0.4215 0.1572 3.7637 0.311
H -3.7157 1.1918 4.1324 0.277
H -3.1696 -0.2996 4.8928 0.297
H -2.6148 0.1314 3.2600 -0.201
H 1.6520 3.3111 -0.5363 0.144
H 3.1759 2.0306 -1.5278 0.106
H 4.4387 2.3986 0.5929 0.339
H -0.8132 1.6155 0.1115 -0.905
H 0.6980 2.5079 -2.1209 0.982
H -0.5167 3.7160 -0.3516 0.364
H -2.8400 4.3054 -0.6738 0.548
H -2.7092 2.6215 -0.2698 0.191
H -3.0536 3.1295 -1.9580 0.359
H -1.0345 -0.3188 0.4404 -0.019
H -2.2468 -0.6954 -2.2784 0.373
H -2.6844 0.5186 -1.1526 0.695
H -3.2071 -1.2076 0.5946 0.202
H -2.7251 -2.4540 -0.5446 0.274
H -4.3898 -1.8683 -2.1564 0.433
H -5.0905 -2.2521 -0.5946 0.512
H -6.0744 -0.3377 -2.8729 0.337
H -6.9668 -0.9882 -1.5012 0.316
H -6.7574 0.7847 -1.6487 0.241
H 0.3488 -1.6623 1.3654 -0.109
H -0.9965 -2.4435 0.5374 0.810
H 0.6048 -3.1295 0.3819 0.455
H 1.0723 -2.9158 -1.9477 0.657
H -0.5874 -3.1132 -1.4732 0.751
```

Results
Net charge: +1
2S+1: 1
LUMO level, eV: -2.5
HOMO-LUMO gap, eV: 8.59
Highest occupied orbital energy, eV: -11.094

[2]
A structure of composition C27H36BrN5STi. Source: OMol25; level of theory: ωB97M-V/def2-TZVPD.

The geometry in XYZ format:
```
71
Properties=species:S:1:pos:R:3:mulliken_charge:R:1
Ti 0.2993 0.3027 -0.8276 -1.339
C 3.3462 1.1018 -1.4181 -1.065
C 2.5040 2.3563 -1.2234 -0.838
N 1.1399 2.2205 -1.7825 -0.149
C 1.0397 2.3292 -3.2594 -0.947
C 1.4277 1.0645 -4.0156 -0.635
S 0.4802 -0.3530 -3.3918 -0.113
C 1.7085 -1.6446 -3.0877 -0.561
C 2.9093 -1.1965 -2.2577 -1.028
N 2.5864 -0.1722 -1.2209 0.076
H 3.7707 1.1028 -2.4185 0.481
H 4.1976 1.1485 -0.7372 0.434
H 2.3831 2.5788 -0.1639 0.532
H 3.0338 3.2015 -1.6732 0.607
H 0.6106 3.0048 -1.4121 0.236
H -0.0012 2.5643 -3.4877 0.359
H 1.6504 3.1616 -3.6217 0.433
H 1.1903 1.2011 -5.0695 0.628
H 2.4898 0.8452 -3.9554 0.304
H 1.1270 -2.4066 -2.5653 0.340
H 2.0405 -2.0751 -4.0315 0.594
H 3.3386 -2.0796 -1.7832 0.431
H 3.6852 -0.8067 -2.9149 0.617
H 2.8815 -0.5480 -0.3261 0.485
Br 0.9243 -5.8319 3.3569 -0.129
C 0.4284 -4.5156 2.1050 -0.064
C 1.4060 -3.8224 1.4078 -0.920
C 1.0346 -2.8434 0.5027 0.186
C -0.3046 -2.5359 0.2834 -0.087
C -1.2750 -3.2523 0.9834 -0.801
C -0.9119 -4.2408 1.8845 -0.774
N -0.6630 -1.4579 -0.5676 1.271
C -1.8473 -1.5080 -1.2068 -1.882
C -2.3836 -0.2884 -1.6459 1.613
C -3.5984 -0.1650 -2.3637 -1.164
C -4.0883 1.0706 -2.6565 -0.576
C -3.3628 2.2179 -2.2471 -1.098
C -2.1742 2.0511 -1.6083 -0.572
N -1.6479 0.8294 -1.3059 1.218
H 2.4498 -4.0541 1.5698 0.504
H 1.7978 -2.3208 -0.0567 0.002
H -2.3250 -3.0275 0.8392 0.518
H -1.6702 -4.7929 2.4233 0.467
H -2.3760 -2.4448 -1.3366 0.571
H -4.1194 -1.0662 -2.6593 0.559
H -5.0189 1.1841 -3.1954 0.452
H -3.7324 3.2122 -2.4530 0.495
H -1.5848 2.9098 -1.3059 0.498
C -2.4699 1.2284 4.1554 -0.829
N -2.4625 1.1927 2.6638 0.081
C -1.9964 2.4928 2.1073 -0.532
C -1.7010 0.0043 2.0798 -0.892
C -0.2192 0.0644 2.3279 1.314
C 0.2248 -0.3972 3.5667 -0.447
C 1.5612 -0.3231 3.9251 -1.147
C 2.4567 0.2285 3.0280 -1.077
C 2.0141 0.6297 1.7722 -0.294
C 0.6785 0.5447 1.3457 1.539
H -3.1391 2.0205 4.4821 0.359
H -1.4615 1.4283 4.5051 0.426
H -2.8159 0.2712 4.5372 0.337
H -3.4299 1.0637 2.3664 0.362
H -0.9499 2.6211 2.3694 0.351
H -2.5940 3.2948 2.5335 0.428
H -2.1094 2.4719 1.0263 0.070
H -1.9270 0.0145 1.0151 -0.449
H -2.1492 -0.8776 2.5367 0.572
H -0.4799 -0.8436 4.2604 0.534
H 1.8917 -0.6898 4.8877 0.468
H 3.5026 0.3252 3.2912 0.500
H 2.7791 1.0262 1.1143 0.156
```

Results
Net charge: +2
2S+1: 1
LUMO level (alpha / beta), eV: -5.9 / -6.0
HOMO-LUMO gap (alpha / beta), eV: 6.06 / 6.01
Highest occupied orbital energy (alpha / beta), eV: -11.964 / -11.986
Relative energy (zero: lowest compared OMol25 entry of this formula, charge and spin), eV: 0.000

[3]
A cluster of 2 separate species, C3H10N3S in total. Source: OMol25; level of theory: ωB97M-V/def2-TZVPD.

The geometry in XYZ format:
```
17
Properties=species:S:1:pos:R:3:mulliken_charge:R:1
C -0.1223 0.5977 0.3180 0.159
C 0.5991 -0.0851 -2.0425 -1.300
C -0.5311 0.3648 -1.0883 0.101
N -0.4508 1.2947 1.2037 0.321
N 0.7871 -1.2409 1.1195 -0.726
N -0.2193 1.5648 2.4599 -0.561
S -1.9354 -0.9389 -0.9218 -0.131
H 0.8064 -1.0884 -1.8233 0.427
H 0.1530 -0.0158 -3.0150 0.386
H 1.3271 0.6820 -2.0474 0.385
H -0.7732 1.3427 -1.4416 0.449
H 1.5607 -1.1551 1.8101 0.290
H 0.0717 -1.7254 1.5112 0.295
H 0.1564 0.8799 3.0612 0.204
H 1.1043 -1.8069 0.2550 0.282
H -0.5982 2.4659 2.8399 0.256
H -1.9355 -1.1360 -2.1986 0.164
```

Results
Net charge: +1
2S+1: 1
LUMO level, eV: -4.2
HOMO-LUMO gap, eV: 9.26
Highest occupied orbital energy, eV: -13.412
Relative energy (zero: lowest compared OMol25 entry of this formula, charge and spin), eV: 3.639

Max |F| for the records above, in order: 2.45; 0.53; 4.85 eV Å⁻¹